Below is an isolated molecule of C2H4N2O2 in a non-equilibrium geometry, with properties calculated with ωB97M-V with the def2-TZVPD basis set.

Values from the calculation:
**HOMO energy**: -10.275 eV
**Frontier orbital gap**: 11.09 eV

Geometry as ORCA input:
```
! RIJCOSX wB97M-V def2-TZVPD def2/J DEFGRID3
* xyz 0 1
C 0.043 -1.308 -0.368
C 0.843 0.008 -0.485
O 1.969 0.120 -0.826
N -0.015 1.062 -0.118
N -0.830 1.207 1.057
O 0.280 2.041 0.946
H 0.476 -2.181 -0.827
H -1.048 -1.194 -0.711
H 0.021 -1.433 0.688
H -1.740 1.677 0.645
*
```


Below is an isolated ion of composition C8H17N4O4 and charge +1 in a non-equilibrium geometry, with properties calculated with ωB97M-V with the def2-TZVPD basis set.

Values from the calculation:
**HOMO energy**: -11.980 eV
**Frontier orbital gap**: 8.65 eV

Geometry as ORCA input:
```
! RIJCOSX wB97M-V def2-TZVPD def2/J DEFGRID3
* xyz 1 1
O 2.897 -1.944 1.478
C 3.286 -0.566 1.753
C 3.933 0.057 0.407
O 2.863 0.611 -0.395
C 2.265 -0.381 -1.264
O 0.933 -0.663 -0.801
C -0.073 -0.230 -1.724
N -1.305 0.259 -1.008
C -1.577 1.716 -0.847
C -1.468 2.260 0.651
O -0.361 1.673 1.383
C -2.213 -0.595 -0.514
N -2.220 -2.053 -0.567
C -3.448 -2.428 0.090
N -4.172 -1.296 0.579
N -3.402 -0.235 0.186
H 3.431 -2.280 0.726
H 2.341 0.015 2.010
H 4.080 -0.488 2.569
H 4.621 -0.665 -0.142
H 4.594 0.932 0.749
H 2.928 -1.305 -1.304
H 2.299 0.079 -2.321
H -0.374 -1.136 -2.368
H 0.245 0.640 -2.394
H -2.622 1.947 -1.254
H -0.810 2.278 -1.470
H -1.315 3.400 0.568
H -2.425 2.117 1.273
H -0.239 2.291 2.142
H -3.862 -3.480 0.240
H -5.051 -1.209 1.100
H -3.780 0.677 0.470
*
```


Below is C37H66BaN6O4Si as an isolated structure in a non-equilibrium geometry, with properties calculated with ωB97M-V with the def2-TZVPD basis set.

Values from the calculation:
**HOMO energy (alpha / beta)**: -6.698 / -6.699 eV
**Frontier orbital gap (alpha / beta)**: 5.65 / 5.65 eV

Geometry as ORCA input:
```
! RIJCOSX wB97M-V def2-TZVPD def2/J DEFGRID3
* xyz 0 1
Ba -0.361 -0.215 0.509
C 5.756 0.003 -4.224
C 4.736 -1.004 -4.746
C 5.402 -2.383 -4.826
C 4.319 -0.582 -6.163
C 3.503 -1.073 -3.851
C 3.369 -0.360 -2.709
C 2.215 -0.512 -1.871
N 2.085 0.036 -0.649
C 2.754 1.021 -0.066
C 3.472 2.066 -0.764
C 4.153 3.012 -0.091
C 4.237 2.886 1.358
C 3.592 1.969 2.110
C 2.675 1.035 1.419
O 1.916 0.287 2.060
C 3.791 1.827 3.620
C 4.254 0.398 3.945
C 4.861 2.791 4.131
C 2.497 2.121 4.394
C 4.865 4.190 -0.745
C 4.374 5.508 -0.131
C 4.616 4.227 -2.248
C 6.377 4.073 -0.502
C 1.144 -1.424 -2.258
O 0.097 -1.519 -1.554
C 1.310 -2.198 -3.483
C 2.440 -1.984 -4.204
C 0.218 -3.180 -3.907
C 0.584 -3.890 -5.209
C 0.011 -4.255 -2.831
C -1.105 -2.429 -4.137
H 6.599 0.059 -4.917
H 5.331 1.008 -4.141
H 6.152 -0.276 -3.245
H 6.318 -2.315 -5.419
H 5.659 -2.768 -3.838
H 4.751 -3.117 -5.308
H 5.192 -0.564 -6.822
H 3.597 -1.279 -6.593
H 3.871 0.414 -6.165
H 4.170 0.269 -2.354
H 3.359 2.108 -1.838
H 4.889 3.590 1.861
H 5.160 0.145 3.388
H 4.490 0.330 5.010
H 3.489 -0.339 3.713
H 5.832 2.614 3.661
H 4.594 3.839 3.971
H 4.982 2.646 5.207
H 1.671 1.492 4.065
H 2.666 1.934 5.458
H 2.210 3.171 4.293
H 3.290 5.619 -0.222
H 4.625 5.584 0.929
H 4.845 6.351 -0.644
H 3.552 4.286 -2.492
H 5.102 5.100 -2.689
H 5.020 3.343 -2.749
H 6.616 4.078 0.564
H 6.771 3.148 -0.928
H 6.903 4.915 -0.960
H 2.578 -2.550 -5.117
H 1.507 -4.469 -5.116
H -0.216 -4.585 -5.472
H 0.703 -3.199 -6.049
H 0.932 -4.819 -2.660
H -0.312 -3.823 -1.887
H -0.755 -4.961 -3.164
H -0.989 -1.658 -4.905
H -1.867 -3.131 -4.489
H -1.465 -1.964 -3.222
C 0.153 4.537 2.872
N -0.696 4.556 1.697
C -1.296 5.796 1.243
C -0.845 3.373 1.031
N -0.416 2.222 1.396
N -1.581 3.501 -0.164
C -1.750 2.561 -1.187
N -2.811 2.892 -2.019
N -0.947 1.593 -1.361
H 0.334 5.560 3.191
H 1.119 4.083 2.639
H -0.292 3.987 3.706
H -1.046 6.580 1.952
H -2.389 5.741 1.215
H -0.924 6.104 0.263
H 0.092 2.218 2.278
H -2.100 4.349 -0.286
H -3.606 3.293 -1.544
H -3.089 2.138 -2.628
H -1.226 1.002 -2.145
C -5.335 -1.447 1.768
Si -4.260 -1.277 0.254
C -5.209 -0.319 -1.041
C -3.957 -2.994 -0.422
O -2.862 -0.504 0.596
H -6.351 -1.763 1.507
H -5.400 -0.497 2.309
H -4.925 -2.194 2.457
H -6.207 -0.738 -1.214
H -4.676 -0.341 -1.998
H -5.332 0.726 -0.736
H -4.789 -3.669 -0.197
H -3.052 -3.426 0.016
H -3.818 -2.984 -1.508
C -2.206 -1.384 4.922
C -1.674 -0.325 3.988
O -1.293 -0.886 2.731
H -2.463 -0.960 5.896
H -1.466 -2.170 5.076
H -3.106 -1.846 4.512
H -0.779 0.149 4.399
H -2.415 0.462 3.813
H -2.087 -0.874 2.096
*
```


Below is a 2-piece molecular cluster, C3H7NO2 overall, with properties calculated with ωB97M-V with the def2-TZVPD basis set.

Values from the calculation:
**HOMO energy**: -10.142 eV
**Frontier orbital gap**: 10.92 eV

Geometry as ORCA input:
```
! RIJCOSX wB97M-V def2-TZVPD def2/J DEFGRID3
* xyz 0 1
N 0.026 1.513 1.739
C -0.542 1.852 0.706
O -1.059 2.141 -0.298
H 0.463 2.220 2.308
C 0.961 -0.837 -0.783
C -0.549 -0.989 -0.683
O -1.098 -0.576 0.555
H 1.463 -1.323 0.062
H 1.273 0.213 -0.805
H 1.315 -1.313 -1.704
H -1.029 -0.383 -1.464
H -0.827 -2.038 -0.847
H -0.395 -0.479 1.214
*
```


Below is a 2-piece molecular cluster, CH3FO3P overall in a non-equilibrium geometry, with properties calculated with ωB97M-V with the def2-TZVPD basis set.

Values from the calculation:
**HOMO energy**: -4.016 eV
**Frontier orbital gap**: 7.98 eV

Geometry as ORCA input:
```
! RIJCOSX wB97M-V def2-TZVPD def2/J DEFGRID3
* xyz -1 1
C 0.544 -0.150 0.688
O 1.613 1.443 -1.393
O 2.237 2.157 0.978
O 3.504 -0.926 0.144
F 2.711 -1.862 -0.553
P 1.698 1.153 0.011
H -0.490 0.156 0.364
H 0.709 -0.989 0.070
H 0.646 -0.336 1.736
*
```


Below is a 2-piece molecular cluster, C11H12NO2 overall in a non-equilibrium geometry, with properties calculated with ωB97M-V with the def2-TZVPD basis set.

Values from the calculation:
**HOMO energy**: -3.871 eV
**Frontier orbital gap**: 7.03 eV

Geometry as ORCA input:
```
! RIJCOSX wB97M-V def2-TZVPD def2/J DEFGRID3
* xyz -1 1
C -1.181 3.424 -0.177
C 0.637 0.256 0.513
C -0.517 1.055 0.897
C -0.317 2.381 0.274
C 0.917 2.314 -0.399
C 0.928 -1.019 1.030
C -0.090 -1.626 1.788
C -1.292 -0.903 2.098
C -1.475 0.459 1.731
N 1.583 1.052 -0.226
H 1.826 -1.574 0.652
H 0.117 -2.715 2.116
H 2.218 0.664 -0.895
H -2.057 -1.358 2.725
H 1.444 3.017 -0.935
H -2.336 0.993 2.071
H -2.026 3.143 -0.759
H -0.743 4.331 -0.658
H -1.595 3.727 0.755
C -0.029 -2.213 -1.901
C 1.351 -2.937 -1.629
O 1.214 -4.163 -1.650
O 2.298 -2.143 -1.492
H -0.035 -1.316 -1.243
H -0.978 -2.890 -1.702
H 0.139 -1.955 -2.983
*
```